Computed, not measured: a molecular structure, C17H40Li3N10O13 at a distorted geometry, with the ωB97M-V functional and the def2-TZVPD basis.

Values from the calculation:
HOMO energy = -3.6 eV
LUMO level = 1.56 eV
Kohn-Sham gap = 5.203 eV
F_max = 0.3543 Eh/bohr

```
! wB97M-V def2-TZVPD RIJCOSX def2/J DEFGRID3
* xyz -1 1
O 2.682 0.704 -1.669
O -2.630 -0.303 0.437
O -2.212 1.762 1.199
O 0.722 -0.746 3.358
O -1.039 -3.318 -2.449
O -1.671 -5.440 3.188
O 0.136 1.021 1.551
O 2.489 1.870 0.132
O -2.606 -3.156 1.457
O 0.634 3.269 1.399
O 0.047 0.827 -3.488
O 2.342 0.163 3.983
O 1.373 -2.497 5.155
N -3.825 -2.158 0.420
N -1.088 -3.085 -0.307
N 4.485 0.050 3.244
N -2.015 0.082 -3.114
N -4.538 -0.528 -0.646
N -1.571 -1.321 -1.533
N 2.228 1.078 -3.853
N 2.920 -0.554 1.941
N -0.933 -0.743 -4.686
N 2.395 -0.890 -3.199
C 0.720 4.353 0.518
C 2.437 0.321 -2.783
C -0.430 4.329 -0.543
C -1.317 -2.631 -1.494
C -0.249 -4.100 4.203
C -1.689 -3.091 2.377
C 0.547 -2.857 4.263
C 0.096 1.314 -0.778
C -1.018 -1.921 2.249
C 2.040 4.461 -0.313
C 1.094 -0.784 0.222
C -1.213 -4.254 3.245
C 3.184 -0.040 3.105
C 0.186 -1.813 3.210
C -0.904 0.114 -3.730
C -3.609 -0.970 0.145
C 0.059 0.274 0.389
Li 1.397 1.999 1.234
Li -0.744 2.330 1.480
Li -0.351 0.053 2.577
H -2.644 -0.660 -3.386
H -1.225 -1.106 1.571
H -1.451 -2.547 0.467
H 2.906 4.354 0.340
H -2.307 0.807 -2.474
H -2.965 1.809 1.788
H -0.962 -4.084 -0.222
H 2.591 -1.694 -2.620
H 2.101 -0.371 0.171
H -0.887 -0.266 0.430
H 2.350 2.026 -3.526
H -4.465 0.399 -1.040
H -0.312 4.930 -1.444
H -2.365 0.974 0.677
H -3.243 -2.566 1.138
H 1.148 -1.601 0.941
H -4.685 -2.653 0.228
H 0.564 5.267 1.091
H 1.001 1.894 -0.960
H -1.750 -0.729 -0.735
H 2.447 1.464 -0.734
H -0.205 -0.730 -5.387
H -0.060 0.865 -1.759
H -1.381 4.591 -0.079
H -1.697 -1.400 -4.760
H -0.776 1.962 -0.697
H 5.141 0.075 2.476
H 3.689 -0.792 1.332
H -5.211 -1.145 -1.078
H -0.011 -4.945 4.832
H 4.836 0.577 4.031
H 3.145 2.562 0.042
H -1.605 -0.928 -2.463
H 2.145 3.803 -1.175
H 1.367 0.890 -4.347
H 0.876 -1.278 -0.725
H 2.021 5.477 -0.709
H -0.563 3.309 -0.904
H 1.958 -0.641 1.646
H 1.928 -1.066 -4.078
*
```

Löwdin atomic charge list, values in e, 8 entries:
1. O 0.0885
2. O -0.0598
3. O -0.0757
4. O -0.0651
5. O -0.0035
6. O -0.0634
7. O -0.4473
8. O -0.1364